# 1
# C30H39N4O

2 unconnected molecules or ions with the total composition C30H39N4O (the ωB97M-V functional and the def2-TZVPD basis, the OMol25 dataset).

## Properties
**LUMO energy**: -4.0 eV
**Relative energy (zero: lowest compared OMol25 entry of this formula, charge and spin)**: 0.915 eV
**E_HOMO**: -0.3441 Eh

```
! RIJCOSX wB97M-V def2-TZVPD def2/J DEFGRID3
* xyz 1 1
C -0.202 -2.817 -0.394
C 2.015 -7.005 -2.410
H -3.138 1.340 4.566
H -0.933 -0.034 5.649
H 1.390 0.028 4.940
H -1.363 -4.542 0.151
C 0.312 -5.107 -1.028
H -1.980 -2.099 3.502
H 0.384 -7.007 -0.071
O 0.921 0.092 3.052
C -2.298 2.891 -0.114
C -0.647 4.646 -0.051
N 2.231 -5.549 -2.471
C 1.075 6.472 -0.069
H 4.062 -5.898 -3.450
H -3.315 7.300 -1.181
C -1.313 1.919 0.151
C -2.583 1.195 3.643
C -1.343 7.044 -0.311
H 4.486 -4.030 -1.888
H -2.705 0.293 0.065
H 2.522 -2.361 -3.534
C 0.357 3.685 0.209
H -3.174 -1.357 4.571
H -1.668 7.349 0.688
H -3.316 2.576 -0.268
C 1.742 -3.273 -1.778
H -1.928 2.047 3.487
C 3.323 -5.094 -3.351
C 0.593 0.036 4.210
H 2.281 3.439 1.103
C -1.988 4.226 -0.219
H 1.591 5.666 1.857
H -2.134 -2.126 0.275
C -0.021 -6.575 -0.994
H 2.980 5.891 0.809
C -1.106 -1.840 0.125
H -3.613 5.450 0.406
C -0.761 -0.499 0.231
H 2.405 -7.465 -3.326
H 0.406 -8.427 -2.083
H 3.333 -1.877 -2.061
H -3.279 1.137 2.810
C 3.967 -3.813 -2.830
H 1.084 7.506 0.294
C 0.018 2.358 0.305
H 1.167 -1.345 -1.170
C -2.528 6.534 -1.122
C 0.943 -2.394 -1.094
C -0.490 -4.197 -0.374
C -1.668 0.543 0.198
H -0.020 -7.066 -3.103
H -0.887 7.924 -0.777
H 2.320 3.953 -0.568
H -3.306 -1.159 2.813
H 2.615 -7.392 -1.581
C -2.614 -1.230 3.649
H -3.806 4.774 -1.198
C -3.071 5.228 -0.521
N -1.793 -0.028 3.715
N -0.318 5.999 -0.145
H 1.476 6.492 -1.087
H 0.794 1.646 0.521
C 0.542 -7.342 -2.202
C 1.438 -4.652 -1.756
H -2.206 6.356 -2.154
C 2.898 -2.743 -2.577
H 0.286 -0.255 0.265
H 4.738 -3.448 -3.525
N -0.691 -0.030 4.658
H -1.109 -6.704 -0.933
C 1.791 4.104 0.381
C 1.927 5.570 0.818
H 2.900 -4.929 -4.347
*
```

# 2
# C30H39N8O2SeSiY

A molecular structure, C30H39N8O2SeSiY (the ωB97M-V functional and the def2-TZVPD basis, the OMol25 dataset).

## Properties
**LUMO energy**: 0.0 eV
**E_HOMO**: -0.2651 Eh

```
! RIJCOSX wB97M-V def2-TZVPD def2/J DEFGRID3
* xyz 0 1
H 0.215 1.501 -3.833
H -0.204 -0.860 -3.758
C 3.611 -1.691 3.840
H 1.036 4.990 -2.551
N 1.844 -0.130 -1.287
H 1.577 2.959 2.896
H -1.077 1.754 -1.207
N -0.338 4.221 -3.917
H 4.318 1.604 0.362
H 3.882 0.314 -1.511
H 3.470 -0.708 -0.135
O -1.335 1.545 0.687
H -1.773 -2.420 -2.947
C 0.327 4.188 -2.733
H 2.826 0.110 1.935
C 4.013 -4.019 1.913
N -5.107 1.506 -2.656
C -1.525 2.573 1.481
H 1.177 -1.765 -2.475
H 2.810 2.275 -0.199
H 1.386 -5.004 3.636
C -2.744 3.265 1.485
C -0.705 -0.225 -3.019
Si 2.726 -3.057 2.890
C -1.474 3.514 -3.883
C 1.940 -4.213 4.143
N 1.231 1.396 1.625
C -3.083 2.001 -2.645
H 1.928 1.834 -2.050
H -5.013 -0.011 -1.163
C 1.569 0.853 -2.358
C -4.502 0.730 -1.755
H -6.077 1.540 -2.915
H 2.904 -1.005 4.308
H -2.066 5.603 3.854
H 2.911 -1.435 -2.567
H 0.107 4.425 3.829
N -0.686 2.115 -2.093
C -2.694 -5.310 -0.482
C -1.531 -2.102 -1.924
C 2.041 -1.464 -1.898
H -2.905 -6.311 -0.831
C -2.162 -2.696 0.451
C -2.847 -4.978 0.868
C -0.488 3.001 2.337
C 0.108 3.301 -1.737
C 0.836 2.413 2.299
H -3.870 4.861 2.327
Se 1.163 -2.299 1.509
C -0.700 4.098 3.183
H 2.165 0.579 -3.241
H 4.716 -4.536 2.567
C -1.908 4.760 3.195
H 4.223 -2.132 4.629
H 4.276 -1.109 3.200
H 3.534 -4.763 1.275
C 2.667 1.148 1.636
C -1.976 -3.035 -0.914
Y -0.277 -0.285 0.449
H -2.725 -3.448 2.371
C 0.133 1.031 -2.850
N -0.925 -0.978 -1.778
H 1.235 -3.669 4.773
H 0.488 3.319 -0.728
H -2.158 -4.567 -2.409
C -2.602 -3.706 1.329
H 4.584 -3.349 1.267
N -4.218 2.362 -3.222
O -1.956 -1.483 0.879
H -3.522 2.932 0.812
C 3.254 1.380 0.247
N -3.217 1.007 -1.714
H 3.159 1.802 2.365
H -3.172 -5.737 1.570
C -2.923 4.337 2.334
H -1.669 0.059 -3.440
C 3.166 0.186 -0.685
C -1.798 2.595 -2.922
H 2.688 -4.677 4.787
C -2.275 -4.336 -1.356
H -2.219 3.722 -4.645
H 2.199 -2.196 -1.108
*
```

# 3
# C30H40AsBFN7ReS

A molecular structure, C30H40AsBFN7ReS (the ωB97M-V functional and the def2-TZVPD basis, the OMol25 dataset).

## Properties
**Expectation value of S²**: 3.78
**LUMO energy (spin up / spin down)**: -6.4 / -7.3 eV
**E_HOMO (spin up / spin down)**: -0.5005 / -0.5020 Eh

```
! RIJCOSX wB97M-V def2-TZVPD def2/J DEFGRID3
* xyz 2 4
C -0.431 -5.011 -2.378
H 2.607 2.314 -4.943
H 3.397 -2.461 0.813
C 1.722 1.655 3.853
C 1.602 0.302 1.862
S -0.759 -1.870 -1.981
C 0.069 -4.147 0.523
C -3.114 1.923 -4.140
C -1.224 -1.924 2.253
N 1.150 0.637 -2.629
C -2.020 2.763 -4.291
C 0.323 3.204 0.432
H -1.872 3.602 -4.950
N -1.066 2.382 -3.438
H 3.414 0.764 2.908
H 2.402 -3.554 -2.735
C 3.304 0.249 0.005
H 0.498 -5.145 0.616
C 0.347 1.809 3.837
H -1.924 3.323 1.612
H -4.545 -2.277 0.300
C 2.848 0.284 -4.029
C 2.321 -0.572 0.849
C 2.230 -3.703 -1.670
H 2.784 1.050 -0.525
B 0.352 2.934 -3.212
H -3.305 0.210 -2.736
C -1.933 1.533 2.866
C 2.340 0.898 2.876
H 3.672 -0.175 -4.546
H 0.560 -3.468 1.216
H -0.998 -4.185 0.734
C -0.442 1.240 2.845
C -3.328 -3.050 1.914
H 0.173 2.751 1.395
H -1.489 -5.123 -2.147
N 0.154 2.512 -0.711
C 0.208 0.487 1.838
C 2.320 1.551 -4.237
H 0.918 5.293 0.838
As 0.326 -3.604 -1.312
H -0.308 -1.791 2.816
H -1.676 3.648 3.336
N -0.560 -0.073 0.763
H 1.571 -0.999 0.169
C -3.613 -2.210 0.845
H 2.374 -2.246 2.246
H 4.070 0.703 0.633
N -1.498 1.317 -2.732
H -3.650 1.156 4.121
C -2.142 -2.895 2.617
C -1.468 -1.084 1.162
H -2.431 0.988 2.070
H 0.620 3.828 -3.941
H 2.142 -1.213 -2.539
C -2.686 -1.259 0.502
H -1.934 -3.534 3.465
C 0.766 4.553 -1.241
H -4.048 1.956 -4.672
C -2.565 1.083 4.189
N 1.313 1.741 -3.383
C -2.744 1.032 -3.147
H 2.311 2.125 4.630
H 3.899 -1.379 2.109
H 0.096 -5.938 -2.153
N 0.439 3.357 -1.733
H -0.128 2.402 4.608
H -4.042 -3.810 2.199
C -2.212 3.023 2.621
H 1.021 5.372 -1.894
H 2.807 -2.990 -1.086
H -3.279 3.218 2.739
Re -0.368 0.474 -1.145
H 3.805 -0.383 -0.732
H -0.321 -4.772 -3.434
C 2.077 -0.253 -3.011
H -2.242 1.719 5.014
F -2.960 -0.372 -0.500
H 2.530 -4.715 -1.399
C 3.037 -1.735 1.545
H -2.303 0.051 4.426
C 0.706 4.501 0.143
*
```

In eV, the electronic energy values for the records above are, in order, -39744.8675, -122030.3509, -119376.7611.
In hartree/bohr, the strongest force on any atom values for the records above are, in order, 0.04594, 0.01634, 0.02710.